1.
The following is a DFT calculation (the ωB97M-V functional and the def2-TZVPD basis) of a gas-phase ion, C19H38F2IN4O3 (charge +1).

The charge is +1. For the highest occupied orbital energy, the calculation gives -12.032 eV. For the total energy, the calculation gives -45951.338 eV. The SMILES is CCCCO[N@H+]1[C@@H](CCF)[C@](N)([C@H](F)CC)N[C@](O)(CCC(N)=O)[C@@H]1CCCI. The LUMO energy is -2.3 eV. The value obtained for the HOMO-LUMO gap is 9.7 eV.

Geometry (Å):
I1 -1.979913 5.327496 2.588150
F1 0.175522 -2.504746 -2.872572
F2 -1.853486 -3.486824 -1.076811
O1 -0.995906 -0.271470 1.353360
O2 -0.528731 2.884229 -2.181478
O3 3.741394 1.559958 -1.401481
N1 -1.219528 0.198629 -3.174476
N2 4.286798 0.959819 0.712433
N3 0.732873 0.930486 -1.972002
N4 -0.390201 0.152240 0.151300
C1 3.470176 1.577270 -0.228698
C2 -0.711353 -0.810464 -0.976322
C3 2.249105 -1.396131 -2.559446
C4 -0.038862 -0.775313 2.314501
C5 -0.984292 2.441643 1.021885
C6 -0.111031 -0.207928 -2.291348
C7 -0.112669 -3.184611 3.148949
C8 -2.621341 3.310791 2.781780
C9 -2.435306 2.507979 1.505271
C10 -2.507238 -2.436477 -1.718736
C11 -2.192679 -1.154676 -0.970972
C12 2.460341 -1.843272 -1.113476
C13 -1.543571 -3.642926 2.864453
C14 0.419174 -2.220599 2.081244
C15 0.191811 2.060196 -1.259221
C16 0.801214 -1.260752 -2.995563
C17 -0.811929 1.547362 -0.199217
C18 1.361133 2.918834 -0.752059
C19 2.285753 2.355240 0.324335
H1 -0.687304 3.457915 0.755463
H2 2.226758 -1.032212 -0.416265
H3 0.065482 -2.571434 1.110132
H4 -2.807600 -0.349017 -1.376224
H5 1.780832 1.778957 1.105694
H6 -0.897383 0.953189 -3.772332
H7 -1.656673 -3.923459 1.813482
H8 2.730648 3.205665 0.855939
H9 -1.466338 -0.559736 -3.805840
H10 -1.051813 3.548642 -1.714705
H11 -3.579112 -2.627276 -1.661008
H12 -0.587205 -0.700507 3.255690
H13 0.778022 -0.996785 -4.058801
H14 -0.060870 -2.713791 4.134232
H15 2.810429 -0.486069 -2.771595
H16 1.976882 3.111741 -1.633578
H17 3.497180 -2.142353 -0.963107
H18 -3.020902 2.986245 0.711394
H19 -1.776863 1.452406 -0.702576
H20 -2.520710 -1.328662 0.054610
H21 3.928922 1.045338 1.656113
H22 -0.330241 2.139957 1.845286
H23 0.968651 3.887694 -0.439223
H24 -2.845513 1.503578 1.643586
H25 1.206090 1.271379 -2.801802
H26 4.444216 -0.019183 0.508148
H27 -3.677409 3.369245 3.037688
H28 -1.799821 -4.516895 3.463902
H29 0.535786 -4.063641 3.163393
H30 2.671582 -2.175436 -3.201651
H31 -2.276618 -2.866472 3.099233
H32 1.510880 -2.251484 2.065729
H33 -0.163326 -1.714985 -0.729674
H34 0.801212 -0.073821 2.392066
H35 -2.110657 2.851900 3.627380
H36 0.626742 0.139172 0.279310
H37 -2.195916 -2.435655 -2.761630
H38 1.814703 -2.690134 -0.872242

Cartesian forces (eV/Å) of the 6 atoms listed first:
0.10 0.12 0.05
-0.02 0.12 -0.09
0.02 0.00 -0.03
0.17 0.21 -0.08
-0.16 -0.21 0.06
-0.19 -0.28 -0.35

Need the Löwdin charges? In units of e they are: 0.8295 0.0047 -0.0428 -0.0760 0.0330 0.0843 0.1224 0.1549 0.1204 0.0184 -0.5337 -0.1290 -0.1604 -0.1243 -0.1743 -0.3819 -0.2457 -0.6485 -0.3049 -0.1719 -0.1043 -0.0752 -0.0909 -0.1710 -0.4611 -0.2481 -0.1256 -0.0890 -0.0880 0.0624 0.0439 0.0975 0.1223 0.0901 0.0947 0.0696 0.1432 0.0924 0.1143 0.1305 0.1392 0.1560 0.1100 0.1054 0.1333 0.0880 0.1155 0.1576 0.1257 0.0906 0.1223 0.1233 0.1154 0.1566 0.0980 0.0455 0.0779 0.1128 0.1284 0.0747 0.1137 0.1168 0.1191 0.0509 0.1535 0.1084 0.0793


2.
The following is a DFT calculation (the ωB97M-V functional and the def2-TZVPD basis) of a molecular structure, C18H8AuBrCl5N2O5.

The charge is +1. For the highest occupied orbital energy (spin up / spin down), the calculation gives -11.355 / -12.211 eV. For the total energy, the calculation gives -168348.041 eV. The spin multiplicity is 3. The LUMO energy (spin up / spin down) is -3.9 / -7.4 eV. The value obtained for the HOMO-LUMO gap (spin up / spin down) is 7.5 / 4.8 eV.

Geometry (Å):
Au1 0.135049 -0.736802 -0.312658
Br1 3.238447 -2.391096 -0.537269
Cl1 -0.862287 -3.516856 1.284062
Cl2 -0.750204 -6.384288 0.069590
Cl3 -0.430240 -6.784624 -2.945741
Cl4 0.501570 -1.542189 -3.492495
Cl5 0.184967 -4.259233 -4.760527
O1 -2.269918 7.665405 0.011301
O2 -3.580044 7.194980 -1.673547
O3 -1.083671 0.678340 -1.580108
O4 -0.175014 1.179617 0.338676
O5 3.732072 -2.288515 4.617434
N1 1.486345 -1.352243 1.303779
N2 -2.680426 6.928022 -0.872880
C1 1.090638 -0.974839 2.550237
C2 -0.330028 -3.773896 -0.273110
C3 2.595375 -2.102193 1.237042
C4 -2.124752 4.835844 -2.112802
C5 -1.117410 3.822055 0.324516
C6 -1.280029 2.966285 -0.755703
C7 -1.779241 3.475097 -1.980444
C8 3.377918 -2.487299 2.349073
C9 -1.527183 5.109233 0.165256
C10 -0.475558 -5.049979 -0.874369
C11 -0.823115 1.532594 -0.700325
C12 1.774489 -1.321373 3.702082
C13 0.012731 -2.653748 -1.033569
C14 -0.301056 -5.176706 -2.275391
C15 0.090174 -2.882245 -2.506460
C16 -0.090176 -4.109976 -3.120945
C17 2.938923 -2.081546 3.602768
C18 -2.078473 5.578937 -0.951657
H1 0.228184 -0.317525 2.619157
H2 -1.855688 2.755373 -2.772203
H3 3.220459 -1.966197 5.381940
H4 -2.553075 5.207263 -3.059682
H5 1.520485 -0.953305 4.705842
H6 -0.633805 3.445426 1.240394
H7 4.175338 -3.133706 2.124778
H8 -1.501779 5.865893 0.963952

Cartesian forces (eV/Å) of the 6 atoms listed first:
-0.02 -1.74 -0.27
-0.02 -0.25 0.49
-0.24 -0.12 1.74
-0.27 -0.54 0.35
0.15 1.18 0.32
-0.23 -0.50 0.73

Need the Löwdin charges? In units of e they are: 1.1362 0.8229 0.7904 0.8544 0.7598 0.8009 0.7983 0.0835 0.0910 -0.0613 -0.1296 0.1434 -0.1287 -0.3211 -0.1152 -0.7648 -0.6715 0.0388 0.0082 -0.1157 0.0270 0.0067 -0.0193 -0.6915 -0.5890 0.0260 -0.3088 -0.6076 -0.6261 -0.7653 -0.3353 -0.1610 0.1187 0.1126 0.1384 0.1368 0.1377 0.1352 0.1049 0.1403


3.
The following is a DFT calculation (the ωB97M-V functional and the def2-TZVPD basis) of 13 unconnected molecules or ions with the total composition H26O13.

For the highest occupied orbital energy, the calculation gives -9.747 eV. For the total energy, the calculation gives -27039.678 eV. The LUMO energy is -0.6 eV. The value obtained for the HOMO-LUMO gap is 9.2 eV. The value obtained for the energy above the lowest of the compared OMol25 structures with the same formula, charge and spin is 2.269 eV.

Geometry (Å):
O1 -2.382205 -1.013410 -1.073872
O2 -2.069205 -2.020410 2.122128
O3 -0.608205 2.927590 1.269128
O4 -2.395205 1.314590 -2.372872
O5 -1.480205 0.671590 2.220128
O6 -0.539205 3.420590 -1.474872
O7 -0.194205 -3.489410 -2.066872
O8 1.792795 2.469590 2.598128
O9 1.398795 0.845590 -2.559872
O10 2.118795 -1.934410 -1.165872
O11 0.090795 0.039590 -0.144872
O12 0.473795 -2.345410 1.263128
O13 3.119795 0.103590 0.182128
H1 -0.144205 3.463590 -2.345872
H2 0.727795 0.342590 -2.990872
H3 0.470795 -4.198410 -2.253872
H4 -0.978205 2.089590 1.556128
H5 2.684795 0.970590 0.049128
H6 -1.297205 -2.322410 1.657128
H7 -1.186205 3.634590 1.663128
H8 0.180795 3.104590 -0.829872
H9 0.987795 2.647590 2.091128
H10 -1.532205 -0.272410 2.058128
H11 -1.866205 0.768590 3.106128
H12 1.381795 -2.089410 1.409128
H13 -1.464205 -0.864410 -0.768872
H14 -1.555205 1.720590 -2.318872
H15 -2.927205 -0.739410 -0.324872
H16 2.021795 3.326590 2.958128
H17 1.181795 0.839590 -1.642872
H18 -2.305205 0.499590 -1.856872
H19 -0.149205 0.628590 0.569128
H20 2.486795 -0.458410 -0.276872
H21 2.595795 -2.597410 -0.670872
H22 0.457795 -3.246410 1.026128
H23 0.308795 -2.776410 -1.706872
H24 -2.169205 -2.565410 2.905128
H25 2.375795 -2.127410 -2.060872
H26 0.385795 -0.768410 0.204128

Cartesian forces (eV/Å) of the 6 atoms listed first:
0.35 -0.32 0.51
-0.98 0.43 0.20
-0.26 1.86 0.37
-1.24 -0.54 -0.39
-0.27 0.32 0.76
1.38 -0.66 1.53

Need the Löwdin charges? In units of e they are: -0.0489 -0.0305 -0.0717 -0.0601 -0.0428 -0.0884 -0.0548 -0.0708 -0.0252 -0.0324 -0.0106 -0.0060 -0.0713 0.0331 0.0280 0.0597 -0.0300 0.0409 -0.0069 0.1062 0.0603 -0.0292 0.0031 0.0926 0.0758 0.0139 -0.0455 0.0613 0.0266 -0.0395 -0.0370 0.0394 -0.0543 0.0741 0.0557 -0.0389 0.0672 0.0797 -0.0228


4.
The following is a DFT calculation (the ωB97M-V functional and the def2-TZVPD basis) of 2 unconnected molecules or ions with the total composition H3N2O2.

The charge is -1. For the highest occupied orbital energy (spin up / spin down), the calculation gives -0.967 / -2.440 eV. For the total energy, the calculation gives -7117.654 eV. The LUMO energy (spin up / spin down) is 4.7 / 4.7 eV. The value obtained for the HOMO-LUMO gap (spin up / spin down) is 5.7 / 7.2 eV. The value obtained for the energy above the lowest of the compared OMol25 structures with the same formula, charge and spin is 1.737 eV.

Geometry (Å):
O1 -0.414578 1.290051 0.413314
O2 0.441800 -0.743333 0.470731
N1 0.579265 0.644163 0.732206
N2 -0.766225 -1.157281 -0.134129
H1 -1.500107 -0.655319 0.381774
H2 -0.766153 -0.755998 -1.078838
H3 2.425998 1.377718 -0.785057

Cartesian forces (eV/Å) of the 6 atoms listed first:
0.76 -0.72 0.38
-0.16 -1.26 -0.17
-0.50 1.89 -0.36
-0.02 0.24 0.09
0.20 -0.06 -0.38
0.00 0.07 0.30

Need the Löwdin charges? In units of e they are: -0.2403 -0.3315 -0.1938 -0.0299 0.0489 0.0609 -0.3143


5.
The following is a DFT calculation (the ωB97M-V functional and the def2-TZVPD basis) of a molecular structure, C5H8OS.

For the highest occupied orbital energy, the calculation gives -8.077 eV. For the total energy, the calculation gives -18189.366 eV. The LUMO energy is 0.6 eV. The value obtained for the HOMO-LUMO gap is 8.7 eV. The value obtained for the energy above the lowest of the compared OMol25 structures with the same formula, charge and spin is 7.936 eV.

Geometry (Å):
S1 1.378980 -1.171936 -0.003338
O1 0.433350 1.633042 0.042989
C1 -1.534489 -0.204957 -0.509868
C2 -0.313256 -0.682016 0.026690
C3 -2.719642 -0.111679 0.441689
C4 1.609199 0.895954 0.392782
C5 -0.196307 0.747375 -0.706164
H1 1.728025 0.875399 1.616493
H2 -2.220839 -0.286260 1.719571
H3 -3.642264 0.739637 0.391020
H4 2.511670 1.325615 -0.194583
H5 0.269087 0.698991 -1.772366
H6 -0.093570 0.065951 1.145639
H7 -3.309407 -1.034026 0.398908
H8 -1.846213 -0.566719 -1.465966

Cartesian forces (eV/Å) of the 6 atoms listed first:
0.51 1.64 -0.38
1.58 -0.25 1.61
-1.12 2.36 -0.57
4.32 4.66 4.12
-1.12 0.59 4.23
3.04 -0.29 2.42

Need the Löwdin charges? In units of e they are: 0.7865 -0.1376 -0.3013 -0.5894 -0.1005 -0.2918 -0.3772 0.1350 0.1715 0.1290 0.1092 0.1657 0.1474 0.0351 0.1183


6.
The following is a DFT calculation (the ωB97M-V functional and the def2-TZVPD basis) of a single C4H9NO2 molecule.

For the highest occupied orbital energy, the calculation gives -9.614 eV. For the total energy, the calculation gives -9878.888 eV. The SMILES is CNC(=O)CCO. The LUMO energy is 0.8 eV. The value obtained for the HOMO-LUMO gap is 10.4 eV. The value obtained for the energy above the lowest of the compared OMol25 structures with the same formula, charge and spin is 1.173 eV.

Geometry (Å):
O1 -0.248003 -3.014728 0.330063
O2 1.373154 0.753007 -0.623669
N1 -0.646685 1.406870 0.146475
C1 0.289863 -0.734549 0.885346
C2 -0.669631 2.542247 -0.773305
C3 0.600943 -1.942480 -0.000768
C4 0.392638 0.519967 0.058430
H1 -0.742367 -0.908915 1.168821
H2 0.279381 -3.719772 0.711650
H3 -1.259072 2.280824 -1.655648
H4 0.493169 -1.608998 -1.027830
H5 0.993872 -0.646261 1.677834
H6 0.303775 2.861618 -1.069623
H7 -1.274673 3.328691 -0.315265
H8 1.662299 -2.154800 0.087222
H9 -1.548662 1.037280 0.400267

Cartesian forces (eV/Å) of the 6 atoms listed first:
0.10 -0.37 -0.12
0.20 -0.04 -0.02
0.41 0.02 -0.46
-0.81 -0.06 -1.43
-1.92 -0.29 0.23
0.75 0.88 0.03

Need the Löwdin charges? In units of e they are: -0.0508 0.0558 0.0118 -0.0834 -0.0700 -0.2626 -0.5175 0.1130 0.0872 0.0833 0.1149 0.1156 0.0729 0.0796 0.1221 0.1279


7.
The following is a DFT calculation (the ωB97M-V functional and the def2-TZVPD basis) of a single C2H5NO molecule.

For the highest occupied orbital energy, the calculation gives -9.808 eV. For the total energy, the calculation gives -5692.883 eV. The SMILES is CC(N)=O. The LUMO energy is 0.9 eV. The value obtained for the HOMO-LUMO gap is 10.7 eV. The value obtained for the energy above the lowest of the compared OMol25 structures with the same formula, charge and spin is 0.347 eV.

Geometry (Å):
O1 0.693535 1.083044 -1.086862
N1 1.260182 -0.491990 0.404312
C1 0.343916 0.269824 -0.244424
C2 -1.145037 0.113557 -0.073506
H1 2.211512 -0.353575 0.096776
H2 -1.563414 0.855139 0.612071
H3 -1.536258 -0.880574 0.189943
H4 -1.335010 0.495382 -1.086731
H5 1.070577 -1.090803 1.188418

Cartesian forces (eV/Å) of the 6 atoms listed first:
0.55 -0.08 0.22
0.07 0.00 0.00
0.24 0.27 -0.20
0.08 0.24 -0.20
-0.07 -0.05 0.26
0.25 -0.09 0.08

Need the Löwdin charges? In units of e they are: 0.0151 0.1521 -0.6101 -0.0129 0.1078 0.0814 0.0799 0.0874 0.0991


8.
The following is a DFT calculation (the ωB97M-V functional and the def2-TZVPD basis) of a single CH7PSi molecule.

For the highest occupied orbital energy, the calculation gives -9.326 eV. For the total energy, the calculation gives -18315.172 eV. The SMILES is [SiH3]CP. The LUMO energy is 0.9 eV. The value obtained for the HOMO-LUMO gap is 10.2 eV. The value obtained for the energy above the lowest of the compared OMol25 structures with the same formula, charge and spin is 1.044 eV.

Geometry (Å):
P1 1.885711 0.431398 0.121210
Si1 -1.312217 0.530158 0.106286
C1 0.262248 -0.463531 0.375081
H1 -2.471225 -0.195050 0.733351
H2 0.223676 -1.024374 1.382527
H3 -1.913835 0.686800 -1.199983
H4 2.625993 -0.735043 0.078429
H5 -0.876410 1.794875 0.687245
H6 1.563148 0.817700 -1.293463
H7 0.198312 -1.429222 -0.316253

Cartesian forces (eV/Å) of the 6 atoms listed first:
-1.66 1.05 -0.33
-0.05 -0.82 1.02
-0.33 -3.48 -0.55
0.42 0.37 0.35
0.09 1.39 -1.12
0.41 0.20 -0.88

Need the Löwdin charges? In units of e they are: 0.6754 0.5241 -0.7939 -0.0809 0.0405 -0.1060 -0.1471 -0.0844 -0.0798 0.0521